1.
{"formula": "C29H62F3O17", "method": "ωB97M-V/def2-TZVPD", "lumo_energy_ev": 2.1, "de_lowest_kj_mol": 412.8, "e_homo_ev": -3.61, "gap_ev": 5.72, "charge": -1, "elements": ["O", "C", "O", "O", "H", "C", "O", "C", "C", "O", "C", "C", "O", "C", "H", "H", "H", "H", "H", "H", "H", "H", "H", "H", "H", "H", "H", "H", "C", "O", "C", "C", "O", "C", "C", "O", "C", "H", "H", "H", "H", "H", "H", "H", "H", "H", "H", "H", "H", "H", "H", "C", "O", "C", "C", "O", "C", "C", "O", "C", "H", "H", "H", "H", "H", "H", "H", "H", "H", "H", "H", "H", "H", "H", "C", "O", "C", "C", "O", "C", "C", "O", "C", "H", "H", "H", "H", "H", "H", "H", "H", "H", "H", "H", "H", "H", "H", "C", "C", "O", "C", "O", "C", "F", "F", "F", "H", "H", "H", "H", "H"], "coordinates": [[-3.14942, 1.33395, 0.81622], [-1.92396, 1.68286, 0.81047], [-1.21325, 0.83120, 1.35926], [-1.43358, 2.70187, 0.24765], [-2.86517, 0.57574, 1.33191], [1.13336, -5.27199, -10.40386], [0.78263, -4.75925, -9.06151], [1.32611, -3.46043, -8.67247], [0.88724, -3.01513, -7.27238], [-0.51686, -3.14174, -6.96696], [-1.02543, -4.46445, -6.64579], [-2.35013, -4.24514, -5.98023], [-2.13642, -3.58244, -4.71451], [-3.26540, -3.20834, -3.88529], [2.22006, -5.29804, -10.48440], [0.66752, -4.70499, -11.20984], [0.73834, -6.28105, -10.52162], [0.95816, -2.72630, -9.38924], [2.40822, -3.53747, -8.77839], [1.10450, -1.94773, -7.23293], [1.40126, -3.60293, -6.51188], [-0.36322, -4.99834, -5.96422], [-1.19672, -4.94018, -7.61143], [-2.89362, -5.18453, -5.87886], [-2.91236, -3.59880, -6.65420], [-2.92549, -2.71916, -2.97245], [-3.95172, -4.02300, -3.65421], [-3.72123, -2.36221, -4.39949], [-2.21411, 3.20861, -6.01824], [-3.16126, 3.63220, -5.05515], [-3.83130, 2.53083, -4.38864], [-5.05928, 3.07626, -3.57730], [-4.69290, 3.99556, -2.52724], [-5.73263, 4.81550, -1.96312], [-5.30556, 5.40516, -0.61688], [-4.16402, 6.26195, -0.80859], [-3.69201, 7.01785, 0.29876], [-1.49111, 2.43990, -5.74539], [-1.67812, 4.07645, -6.40252], [-2.73741, 2.72825, -6.84498], [-3.13447, 2.00284, -3.73766], [-4.15741, 1.88565, -5.20441], [-5.59755, 2.24536, -3.12128], [-5.76350, 3.47337, -4.30837], [-6.66338, 4.27935, -1.77782], [-5.98306, 5.64712, -2.62175], [-5.02555, 4.51841, -0.04822], [-6.15385, 5.93879, -0.18822], [-3.65643, 6.40038, 1.19629], [-4.23211, 7.94314, 0.49937], [-2.70327, 7.44155, 0.12276], [7.66535, 3.52431, 1.64784], [6.94558, 2.32354, 1.62905], [7.79279, 1.20619, 1.34496], [7.08685, -0.12660, 1.39939], [6.29260, -0.21313, 0.23049], [5.65797, -1.48085, 0.07962], [4.57602, -1.49873, -1.07165], [3.61070, -0.58003, -0.89921], [2.66908, -0.50518, -1.92874], [7.22800, 4.14559, 2.42941], [7.66819, 4.04265, 0.68898], [8.72404, 3.36534, 1.85278], [8.52715, 1.20691, 2.15044], [8.32509, 1.35602, 0.40565], [6.41274, -0.24181, 2.24816], [7.81643, -0.92660, 1.52514], [5.10233, -1.66091, 0.99992], [6.39843, -2.27957, 0.03640], [4.24480, -2.52895, -1.20218], [5.09303, -1.30138, -2.01071], [2.20906, -1.49158, -1.98787], [3.28273, -0.26741, -2.79764], [1.91876, 0.25894, -1.72565], [0.98112, 3.51673, 5.68810], [1.83236, 2.36630, 5.44268], [2.21785, 1.62245, 6.63498], [3.38828, 0.73116, 6.28037], [3.10899, -0.02831, 5.06241], [2.10902, -1.03991, 5.09136], [2.48073, -2.32182, 5.86261], [2.65195, -2.10114, 7.24066], [1.51476, -1.78928, 8.01550], [1.36902, 4.10129, 6.52232], [-0.04150, 3.16223, 5.81719], [1.04795, 4.24395, 4.87891], [1.41303, 1.08576, 7.13730], [2.59155, 2.34506, 7.36043], [3.64076, 0.11791, 7.14540], [4.28042, 1.34694, 6.16635], [2.04019, -1.17421, 4.01186], [1.10796, -0.71603, 5.37612], [3.48051, -2.56428, 5.50241], [1.84853, -3.19069, 5.67957], [1.00525, -0.88214, 7.69054], [1.77554, -1.54888, 9.04618], [0.77408, -2.58515, 7.93755], [-4.56067, -0.09238, 6.22150], [-3.50438, -1.08155, 5.68602], [-4.19172, -1.91233, 4.79785], [-4.00545, -3.21865, 4.72252], [-3.08807, -3.84967, 5.25168], [-5.08957, -3.95100, 3.89173], [-5.82563, -4.78751, 4.66167], [-5.88805, -3.06761, 3.34556], [-4.50764, -4.66192, 2.93654], [-5.00940, 0.52433, 5.44277], [-4.08373, 0.75089, 6.72101], [-5.30381, -0.46119, 6.92849], [-3.16120, -1.65802, 6.54510], [-2.59957, -0.57408, 5.35152]], "forces_ev_per_angstrom": [[-5.229, 0.194, -0.499], [6.474, 3.880, -2.296], [1.785, -2.245, 1.911], [-1.857, -0.147, 0.228], [-1.266, -1.745, 0.733], [-0.195, 0.837, 1.662], [0.057, -0.286, -0.655], [-0.922, -1.115, -1.242], [-1.054, -1.317, 0.067], [0.591, -0.059, -0.370], [0.227, 1.375, -0.411], [-0.381, 1.138, 0.991], [-0.035, -0.791, 0.408], [0.785, 0.719, -1.405], [0.053, 0.058, -0.274], [0.172, 0.487, 0.082], [0.037, -0.004, 0.552], [0.001, 0.172, -0.186], [0.254, 0.332, 0.335], [0.137, -0.093, 0.385], [0.465, 0.252, 0.100], [0.300, -0.127, -0.227], [0.191, -0.648, 0.272], [-0.020, -0.214, 0.198], [-0.364, 0.190, 0.015], [0.551, -0.608, 0.073], [-0.008, -0.046, -0.177], [-0.834, -0.238, -0.190], [-0.616, -0.170, -0.394], [0.214, -0.497, 0.627], [-0.026, 1.643, 0.240], [0.540, 0.089, 0.089], [-0.438, -0.035, -0.448], [0.606, 0.263, -0.360], [1.355, -0.386, -0.781], [-0.371, 0.349, -0.126], [-0.169, -0.308, 0.076], [0.149, 0.117, 0.903], [-0.115, 0.033, 0.191], [-0.274, 0.081, -0.467], [0.068, 0.005, 0.080], [-0.477, -0.458, 0.238], [0.155, -0.430, 0.079], [-0.011, 0.691, -0.040], [-0.076, -0.471, -0.013], [0.091, 0.069, -0.443], [0.131, 0.192, 0.689], [-0.082, 0.073, 0.171], [0.057, 0.024, 0.133], [-0.961, -0.093, 0.007], [0.281, -0.768, -0.490], [0.118, 0.116, 0.076], [-0.011, -0.882, -0.399], [-0.065, 0.495, 1.136], [-1.066, 0.619, -0.586], [0.223, -0.810, -0.811], [-1.533, 0.828, 0.322], [3.039, -0.611, -0.128], [-0.951, 1.330, 2.255], [0.609, -0.418, -0.014], [0.075, 0.176, -0.154], [-0.399, 0.085, -0.214], [0.193, -0.123, 0.419], [0.478, -0.172, 0.088], [-0.107, -0.182, -0.277], [0.004, 0.432, 0.436], [0.336, -0.232, -0.500], [-0.244, -0.134, 0.304], [0.083, -0.184, -0.634], [-0.492, -0.401, 0.392], [0.445, 0.168, -0.473], [-0.385, -0.022, -0.563], [-0.598, 0.004, -0.782], [0.244, -0.063, 0.148], [0.957, -0.870, 0.031], [-0.206, 0.155, 0.946], [0.203, 1.455, -0.987], [-0.799, -0.503, -0.609], [0.894, 0.469, 1.909], [-0.132, -0.095, -0.567], [0.800, 0.985, -0.669], [0.333, 0.184, 1.180], [-0.451, 0.280, -0.700], [-0.233, -0.239, 0.624], [-0.097, 0.342, 0.188], [-0.062, -0.648, -0.528], [-0.439, -0.061, -0.425], [0.039, 0.160, 0.364], [-0.283, -0.479, -0.040], [-0.105, -0.031, -0.907], [-0.322, -0.873, 0.041], [0.001, 0.590, 0.321], [0.092, -0.276, 0.104], [-0.487, 0.145, -0.190], [-0.021, 0.152, -0.418], [0.407, -0.600, -0.027], [-0.075, -0.247, 0.336], [0.814, 1.430, -0.265], [-0.439, 0.844, 2.753], [-0.822, -1.006, -1.628], [2.691, -1.113, 1.835], [-2.079, 1.264, -1.105], [0.462, 0.229, 0.602], [0.416, 0.372, -0.229], [-0.892, 0.309, -0.527], [0.035, -0.296, -0.127], [-0.474, -0.746, -0.484], [0.603, -0.297, 0.572], [0.050, -0.450, -0.388], [0.031, -0.383, -0.061], [-0.351, -0.138, -1.008]], "mulliken_charge": [-0.4299, 0.7379, -0.8219, -0.7897, 0.3057, -0.7213, -0.2717, -0.3970, -0.6010, -0.2941, -0.3091, -0.6442, -0.2461, -0.7800, 0.2708, 0.3034, 0.2316, 0.3074, 0.3763, 0.2814, 0.3464, 0.3156, 0.2760, 0.3880, 0.3173, 0.2699, 0.2720, 0.3073, -0.7759, -0.2889, -0.4744, -0.7450, -0.1853, -0.6732, -0.4462, -0.2832, -0.7920, 0.3076, 0.2600, 0.3053, 0.3773, 0.3865, 0.3813, 0.3515, 0.3891, 0.3536, 0.3039, 0.3755, 0.3088, 0.3030, 0.2602, -0.7716, -0.2842, -0.5263, -0.4799, -0.2307, -0.5520, -0.6642, -0.2337, -0.7605, 0.2333, 0.2665, 0.3502, 0.4141, 0.3060, 0.2725, 0.3507, 0.2557, 0.3721, 0.4454, 0.3623, 0.2873, 0.3164, 0.2765, -0.7553, -0.2598, -0.4111, -0.5122, -0.3775, -0.3503, -0.5355, -0.3291, -0.5765, 0.3196, 0.2395, 0.2587, 0.1989, 0.4532, 0.3239, 0.3896, 0.4390, 0.1258, 0.2459, 0.4106, 0.1068, 0.2466, 0.3466, -1.2601, -0.1598, -0.1979, 0.4236, -0.5726, 0.8354, -0.2636, -0.2269, -0.2375, 0.3303, 0.4103, 0.3251, 0.2614, 0.3283]}


2.
{"formula": "C29H62N4O7S", "method": "ωB97M-V/def2-TZVPD", "lumo_energy_ev": 0.6, "smiles": "CCOCC(=O)O[C@@H](S)Cc1ccccc1C.COC[C@@H](C)N.COC[C@@H](C)N.COC[C@@H](C)N.COC[C@@H](C)N", "e_homo_ev": -9.02, "gap_ev": 9.63, "elements": ["C", "C", "O", "C", "C", "O", "O", "C", "S", "C", "C", "C", "C", "C", "C", "C", "C", "H", "H", "H", "H", "H", "H", "H", "H", "H", "H", "H", "H", "H", "H", "H", "H", "H", "H", "C", "C", "C", "O", "C", "N", "H", "H", "H", "H", "H", "H", "H", "H", "H", "H", "H", "C", "C", "C", "O", "C", "N", "H", "H", "H", "H", "H", "H", "H", "H", "H", "H", "H", "C", "C", "C", "O", "C", "N", "H", "H", "H", "H", "H", "H", "H", "H", "H", "H", "H", "C", "C", "C", "O", "C", "N", "H", "H", "H", "H", "H", "H", "H", "H", "H", "H", "H"], "coordinates": [[-4.33217, 3.93381, 3.44883], [-2.90822, 3.86507, 2.93141], [-2.80868, 4.69334, 1.78316], [-1.56006, 4.62226, 1.14241], [-1.72834, 4.09444, -0.27114], [-2.64004, 4.36398, -0.99384], [-0.66748, 3.30455, -0.64902], [-0.97785, 1.93050, -0.85532], [-1.65809, 1.53663, -2.50366], [0.28884, 1.14902, -0.51031], [0.35117, 0.84004, 0.96065], [1.16523, 1.58332, 1.81050], [1.21761, 1.31137, 3.17133], [0.44317, 0.28424, 3.70202], [-0.37128, -0.45807, 2.85906], [-0.42868, -0.19730, 1.49326], [-1.27687, -1.08732, 0.61744], [-4.56994, 3.04087, 4.02611], [-5.02788, 4.02313, 2.61712], [-4.47034, 4.79344, 4.10442], [-2.63003, 2.83479, 2.67728], [-2.20855, 4.20766, 3.70191], [-0.84797, 4.00803, 1.69595], [-1.13023, 5.62738, 1.05406], [-1.76491, 1.63943, -0.15466], [-1.19413, 2.59283, -3.17665], [0.31478, 0.23410, -1.09950], [1.14427, 1.75837, -0.80563], [1.78334, 2.36125, 1.37747], [1.86876, 1.88667, 3.81628], [0.50088, 0.05364, 4.75733], [-0.94344, -1.29265, 3.24259], [-0.63990, -1.58218, -0.11965], [-2.05835, -0.54468, 0.08637], [-1.72603, -1.86134, 1.23581], [1.16004, -5.03976, -4.29934], [0.79912, -3.79445, -3.49592], [0.40867, -4.08670, -2.04245], [-0.88917, -4.61835, -1.85678], [-1.00669, -6.01443, -2.04853], [-0.20822, -3.03256, -4.23473], [0.26891, -5.59035, -4.60233], [1.68828, -4.75438, -5.20795], [1.80111, -5.71297, -3.72693], [1.69527, -3.16840, -3.43643], [0.41281, -3.14093, -1.49364], [1.15220, -4.74070, -1.56640], [-0.10938, -6.53848, -1.70378], [-1.18807, -6.27230, -3.09492], [-1.85814, -6.35360, -1.45895], [-0.37506, -2.13909, -3.78108], [-1.09566, -3.52421, -4.18417], [5.13300, -0.88657, 0.31442], [4.23334, -0.38051, 1.43718], [4.99190, 0.10395, 2.67738], [5.51282, -0.92443, 3.49477], [6.75916, -1.45377, 3.09054], [3.22845, -1.40009, 1.75022], [5.51979, -1.88301, 0.52981], [4.56694, -0.95311, -0.61425], [5.98013, -0.21770, 0.15046], [3.68894, 0.48970, 1.05640], [4.28807, 0.64869, 3.31212], [5.79251, 0.80185, 2.39529], [7.39701, -0.67714, 2.65663], [6.64791, -2.26563, 2.36720], [7.24705, -1.85096, 3.97983], [2.54156, -1.01490, 2.39436], [3.68650, -2.14690, 2.26544], [-2.00636, -4.98272, 3.73191], [-1.17697, -4.62300, 2.50362], [-0.84040, -5.81392, 1.59890], [0.17566, -6.66363, 2.09204], [-0.24334, -7.64340, 3.02050], [0.01396, -3.88227, 2.93039], [-1.39529, -5.45478, 4.50164], [-2.43716, -4.08223, 4.16919], [-2.82202, -5.66165, 3.47669], [-1.77689, -3.94670, 1.88607], [-0.46034, -5.42203, 0.65153], [-1.74404, -6.39803, 1.37567], [-1.24451, -8.01446, 2.77911], [-0.24284, -7.26701, 4.04672], [0.46138, -8.47170, 2.95877], [0.50512, -3.53368, 2.11086], [0.65909, -4.54292, 3.35517], [-1.48018, 5.57542, -3.87167], [-0.90672, 6.96754, -4.10826], [-1.93237, 8.09327, -3.92978], [-2.85457, 8.22887, -4.99182], [-3.97312, 7.36433, -4.94179], [-0.24407, 7.00607, -5.41447], [-2.07209, 5.23611, -4.72283], [-0.66913, 4.85865, -3.73497], [-2.10962, 5.54718, -2.98274], [-0.13487, 7.14095, -3.35094], [-1.39441, 9.04425, -3.89118], [-2.47000, 7.97736, -2.97886], [-4.29115, 7.18750, -3.90982], [-3.77184, 6.40221, -5.41901], [-4.78400, 7.85252, -5.48119], [0.24701, 7.88780, -5.52439], [-0.96357, 7.01574, -6.13192]], "forces_ev_per_angstrom": [[0.101, 0.083, 0.139], [-0.071, -0.109, 0.085], [0.047, 0.227, -0.008], [-0.078, 0.172, 0.105], [-0.285, 0.157, -0.169], [0.235, -0.281, 0.320], [-0.030, 0.001, -0.025], [0.104, -0.053, -0.001], [-0.175, -0.118, -0.183], [0.096, -0.012, 0.007], [-0.032, -0.066, 0.148], [-0.057, -0.103, -0.091], [-0.077, -0.079, 0.079], [0.148, 0.185, -0.169], [0.028, 0.002, -0.056], [0.001, 0.032, 0.040], [0.408, 0.046, 0.187], [-0.021, -0.024, -0.020], [-0.018, -0.109, -0.039], [-0.027, 0.056, -0.089], [-0.040, -0.023, -0.082], [0.073, -0.022, -0.009], [0.002, -0.097, -0.055], [0.011, 0.002, 0.028], [-0.083, 0.028, -0.043], [0.157, 0.115, 0.118], [-0.009, -0.038, 0.004], [0.003, -0.028, -0.096], [-0.001, 0.079, 0.071], [0.012, 0.038, 0.009], [-0.053, -0.018, 0.014], [0.028, 0.005, 0.119], [-0.128, -0.016, -0.107], [-0.059, -0.054, -0.039], [-0.163, 0.017, -0.100], [0.053, -0.017, -0.003], [-0.043, -0.087, -0.121], [0.035, 0.130, 0.103], [-0.034, -0.036, -0.024], [-0.043, 0.010, 0.006], [-0.045, 0.067, 0.188], [-0.018, -0.002, 0.024], [-0.029, 0.012, -0.020], [-0.008, 0.004, 0.005], [0.022, -0.003, 0.029], [-0.032, 0.003, -0.004], [0.026, -0.016, -0.048], [0.007, -0.018, 0.000], [0.043, -0.006, -0.001], [-0.001, 0.006, -0.004], [0.053, 0.021, -0.050], [0.024, -0.043, -0.027], [0.002, 0.013, -0.026], [-0.063, -0.126, -0.075], [-0.079, 0.103, 0.021], [0.038, -0.061, -0.009], [-0.017, -0.004, 0.062], [0.005, 0.044, 0.089], [0.010, 0.001, 0.027], [-0.023, -0.028, 0.008], [0.004, -0.004, 0.007], [0.035, 0.050, 0.033], [0.000, -0.033, 0.019], [-0.001, -0.019, -0.045], [0.013, -0.001, -0.017], [0.014, 0.030, -0.031], [-0.004, -0.001, 0.004], [-0.040, 0.021, -0.080], [0.000, -0.022, -0.027], [-0.033, 0.005, -0.006], [0.037, -0.026, 0.108], [0.007, 0.086, -0.121], [0.023, -0.050, 0.063], [0.056, -0.008, -0.037], [-0.008, -0.065, -0.179], [0.016, -0.021, -0.014], [0.029, 0.013, 0.013], [0.003, -0.004, -0.001], [-0.016, -0.040, -0.036], [0.002, -0.006, 0.042], [-0.025, 0.019, 0.034], [-0.017, -0.004, 0.013], [-0.047, 0.002, -0.003], [0.005, 0.000, -0.001], [-0.001, 0.091, 0.027], [-0.018, 0.015, 0.059], [0.018, -0.021, 0.024], [-0.011, -0.071, -0.093], [0.053, 0.078, 0.073], [-0.029, -0.059, -0.042], [-0.015, 0.063, -0.029], [-0.040, 0.103, 0.033], [-0.004, 0.030, -0.012], [0.030, 0.025, -0.038], [-0.007, -0.016, -0.040], [-0.015, 0.028, 0.034], [-0.015, 0.007, -0.033], [0.021, -0.043, 0.005], [-0.004, -0.021, 0.009], [0.001, -0.016, 0.041], [0.003, 0.006, -0.001], [0.040, -0.030, 0.021], [0.010, -0.054, -0.011]], "mulliken_charge": [-1.2857, 0.1977, -0.3900, -0.3120, 0.5116, -0.5637, -0.2955, 0.1095, -0.1554, -1.7808, 1.4355, -0.4423, -1.0526, -1.1140, -0.8716, 1.1583, -1.0565, 0.3690, 0.3317, 0.2995, 0.0541, 0.2945, 0.2766, 0.2334, 0.2993, 0.0614, 0.3699, 0.6420, 0.5171, 0.5827, 0.5089, 0.4011, 0.0430, 0.3406, 0.1613, -1.4700, 0.2581, -0.2256, -0.3767, -0.8529, -0.6869, 0.2908, 0.3627, 0.3401, 0.4161, -0.0108, 0.4218, 0.3861, 0.2690, 0.2969, 0.2225, 0.3236, -1.6978, 1.0443, -0.6572, -0.4037, -0.6431, -0.4387, 0.3168, 0.3706, 0.3651, -0.0798, 0.1366, 0.4943, 0.3009, 0.2244, 0.2688, 0.1320, 0.3224, -1.6852, 0.9157, -0.2735, -0.4276, -0.7023, -0.5436, 0.3158, 0.3792, 0.3636, 0.0712, -0.1061, 0.4610, 0.3101, 0.2282, 0.2887, 0.1770, 0.3228, -1.3590, 0.5071, -0.8569, -0.4116, -0.6144, -0.7241, 0.2666, 0.3675, 0.2692, 0.4111, 0.3919, 0.4094, 0.2780, 0.2293, 0.2659, 0.2725, 0.3021]}